116
Properties=species:S:1:pos:R:3:forces:R:3:lowdin_charge:R:1 method="wB97M-V/def2-TZVPD" e_lumo_ev=-3.14 homo_energy_ev=-11.670 charge=+1 gap_ev=8.529
O -6.6879 3.7636 3.3259 0.5 -0.6 0.3 -0.260
H -0.2260 2.8942 1.0137 0.2 0.5 -0.1 0.056
H -5.5272 2.8138 5.6459 0.0 0.0 0.0 0.076
H 4.9731 -2.2276 -3.5130 0.0 -0.1 0.1 0.065
H -3.7285 -3.2364 -2.6637 0.2 0.0 -0.1 0.114
H 5.8940 -4.0339 -2.1167 0.2 -0.2 0.0 0.104
O 7.6894 -4.1937 -3.0514 0.5 -0.1 -0.1 -0.262
H -3.7915 -4.9930 -2.6613 0.3 0.0 0.0 0.123
O -13.0936 2.7334 1.2055 0.5 -0.4 0.2 -0.264
C 1.7040 2.7338 -0.0220 -1.1 -0.5 0.9 -0.310
H 7.2392 3.4987 0.8065 0.1 0.1 0.3 0.110
H 2.6221 3.3191 -0.1683 -0.4 -0.2 -0.1 0.067
H 11.0301 -4.5371 -4.0239 -0.1 0.1 0.0 0.080
S -5.6885 2.5078 3.3143 -0.8 0.5 0.5 0.581
C -3.5024 -4.1269 -3.2559 -1.0 0.1 -0.1 -0.253
O -4.3417 2.9813 3.1366 -0.1 -0.3 -0.3 -0.295
O 4.4011 -2.6558 -0.5450 -0.8 -0.4 0.4 -0.076
C -14.1158 2.7558 -1.0254 0.1 -0.2 0.0 -0.075
N 0.7769 -1.9297 0.3389 1.2 0.4 0.9 0.100
O 10.9106 3.7660 2.1004 -0.2 -0.4 0.0 -0.270
H -14.2869 4.2284 0.5239 0.1 -0.1 0.3 0.122
H 10.7891 3.4086 5.0091 0.0 0.0 -0.1 0.078
H -5.6552 4.9670 1.9710 0.0 -0.1 0.2 0.114
C 0.7782 -0.6306 -0.3867 -0.4 2.0 -1.6 -0.200
S 10.0208 2.9350 2.8586 -0.4 0.2 0.2 0.591
O -6.2345 1.4774 2.4779 0.5 0.2 0.0 -0.282
O -10.6742 2.7590 0.6741 -0.2 -0.2 -0.2 -0.285
H -8.3437 3.6879 1.2135 0.0 0.1 -0.1 0.064
H 5.5830 -3.5313 -4.5574 0.0 0.0 0.1 0.088
I 3.9497 1.7818 1.7569 -0.5 0.0 0.1 0.904
H 0.7429 -0.8869 -1.4636 0.0 -0.1 0.6 0.149
H 1.2890 2.4676 -1.0115 0.2 0.2 0.3 0.102
H 9.6662 4.6635 4.4210 0.0 0.0 0.0 0.075
H 5.5225 -3.3003 2.6268 -0.1 0.2 -0.5 0.090
O -1.5019 -2.8482 -5.4319 0.0 0.4 0.5 -0.252
H 7.8460 1.4739 -0.4633 -0.1 0.1 0.0 0.082
H -10.7257 0.6768 2.7367 0.0 0.0 -0.1 0.075
C 4.8802 -2.7508 1.9222 -1.1 0.0 -0.2 -0.052
H 5.2254 -1.7149 1.7735 0.1 -0.5 0.1 0.076
C -4.2740 -4.1267 -4.5621 0.2 0.1 -0.2 -0.068
C 9.8516 3.5944 4.4889 -0.1 0.1 -0.1 -0.121
O -2.0797 -4.2393 -3.4614 0.7 0.5 0.0 -0.266
H 3.8810 -2.7178 2.4145 0.5 0.2 -0.1 0.067
H 1.6441 -3.4888 -0.8045 0.1 0.3 0.4 0.129
H 9.1459 1.1098 0.6690 0.0 0.0 0.0 0.072
H -0.1075 -2.4321 0.2608 0.0 0.1 -0.2 0.191
C 1.9653 -2.8088 0.0064 -0.2 -1.4 -0.9 -0.026
C -11.5721 1.3600 2.6964 0.0 0.1 0.0 -0.120
C 3.1949 -1.9812 -0.4748 -0.8 1.3 -0.4 -0.346
H 0.8929 -1.7009 1.3304 -0.4 0.0 0.0 0.165
H 6.9100 -2.6100 -1.9452 0.1 -0.1 -0.1 0.116
C 2.1301 0.1505 -0.1668 0.8 0.2 0.7 -0.309
C -13.5257 3.5644 0.1153 -0.2 0.3 -0.7 -0.257
H 2.4507 0.5057 -1.1644 -0.2 -0.1 0.4 0.156
S -1.2910 -2.9567 -4.0208 -0.1 -1.0 -0.2 0.588
H -11.3783 2.2342 3.3133 0.0 0.0 0.0 0.074
H -14.5238 3.4172 -1.7911 0.0 0.1 0.1 0.082
H 2.9821 -1.0249 1.2531 0.6 0.6 0.2 0.066
H 2.9692 -1.6511 -1.5083 0.3 -0.3 0.3 0.160
H -7.2291 5.5404 2.4997 0.0 -0.2 0.3 0.123
C -7.3402 4.0395 0.9723 0.0 -0.3 0.1 -0.067
H 1.3169 1.2653 1.6121 0.3 0.0 -0.4 0.052
H 9.6326 -5.6259 -4.2281 0.0 0.0 0.0 0.076
C 0.6620 3.5256 0.8394 1.0 -0.3 -0.3 -0.090
H -0.6793 0.9311 1.9969 0.3 -0.6 -0.2 0.100
N 3.2401 -0.7228 0.3086 -1.4 -1.3 -0.3 -0.032
H -12.7003 4.1914 -0.2304 0.1 -0.1 0.1 0.115
O -12.0417 0.7133 0.2187 0.3 0.4 0.0 -0.275
H 8.9369 3.5945 0.3620 0.1 0.0 0.2 0.118
H -12.4799 0.8502 3.0089 0.0 0.0 -0.1 0.076
H -0.9182 -0.8567 1.8380 0.4 0.4 -0.2 0.102
C 0.3462 -3.5721 -3.7637 0.0 0.0 0.1 -0.117
H 7.4789 1.0304 1.2184 0.0 0.0 0.0 0.062
C 10.0798 -4.8580 -3.6019 -0.1 0.0 0.1 -0.118
C 8.1680 1.5800 0.5741 0.2 -0.1 0.1 -0.080
C 2.0133 1.4028 0.7720 0.9 0.4 -0.8 -0.614
H 1.0358 -2.8373 -4.1769 -0.1 0.0 -0.1 0.080
H 6.5086 -2.0515 -4.3620 0.0 0.0 0.0 0.073
C 8.2166 3.0442 0.9718 -0.1 -0.3 -0.7 -0.261
H -5.3506 1.1090 5.1515 0.0 0.0 -0.1 0.074
H -7.4051 4.7700 0.1647 0.0 0.1 0.1 0.087
C -1.0597 0.1264 1.3482 -1.3 0.7 -0.5 -0.250
O 10.2242 1.5181 2.9589 0.1 0.4 -0.2 -0.280
H 2.1182 -3.4461 0.8901 0.2 0.4 -0.3 0.131
O 8.8028 -3.0113 -4.9263 0.1 0.1 0.4 -0.275
C 6.5812 -3.3783 -2.6496 -0.5 0.5 0.0 -0.274
H 0.4545 -4.5198 -4.2851 0.0 0.0 0.0 0.083
H -5.3474 -4.1413 -4.3708 0.0 -0.1 0.1 0.087
O 9.4601 -2.5352 -2.5599 -0.3 0.0 -0.4 -0.274
C -0.5194 0.2138 -0.1146 -0.1 -1.6 0.5 -0.101
H -2.7865 1.0413 1.9603 -0.4 -0.2 -0.2 0.056
H -14.9089 2.1017 -0.6615 0.0 0.1 0.0 0.086
O 8.5116 3.2127 2.3666 0.3 0.0 0.4 -0.272
H -4.0526 -3.2402 -5.1553 0.0 0.0 0.0 0.072
C -5.9127 2.0286 5.0001 0.0 0.1 0.0 -0.120
H -4.0084 -4.9962 -5.1641 -0.1 0.0 0.1 0.089
H 10.2225 -5.2124 -2.5840 0.0 0.0 0.0 0.075
H -13.3633 2.1239 -1.4960 0.0 0.0 0.0 0.069
H 0.5171 -3.6894 -2.6966 -0.1 -0.1 0.0 0.038
O -1.5166 -1.8480 -3.1315 0.0 0.0 -0.1 -0.297
H -2.9645 -0.5359 1.5362 -0.5 0.2 0.0 0.068
H 9.0357 3.0839 4.9944 0.0 0.0 0.0 0.073
H 5.6674 -3.9727 0.3293 -0.4 0.4 -0.2 0.126
H 1.1562 3.7114 1.8110 -0.4 0.1 -0.3 0.077
H 3.9983 -4.3299 0.7108 0.1 0.5 -0.4 0.117
S -11.7500 1.8704 1.0145 -0.6 0.1 0.4 0.591
C 4.7036 -3.4860 0.5607 1.5 -0.8 1.4 -0.241
S 9.0181 -3.4465 -3.5765 0.0 -0.5 0.0 0.594
C 5.8685 -2.7612 -3.8393 0.1 0.1 -0.2 -0.065
H -6.9703 1.8542 5.1798 0.0 0.0 -0.1 0.076
H 0.3957 4.4885 0.3824 -0.1 -0.4 0.2 0.083
H -6.7770 3.1829 0.6027 0.0 0.0 0.0 0.071
H -1.3088 -0.2243 -0.7567 0.3 0.2 0.3 0.114
C -6.6780 4.6523 2.1924 0.0 0.4 -0.9 -0.249
H -0.4353 1.2648 -0.4188 0.3 -0.5 0.0 0.110
N -2.5413 0.3415 1.2616 1.0 -0.1 0.5 0.021

=====

116
Properties=species:S:1:pos:R:3:forces:R:3:lowdin_spin:R:1 method="wB97M-V/def2-TZVPD" e_lumo_ev="0.08 / 0.33" homo_energy_ev="-2.537 / -7.775" spin_multiplicity=2 charge=0 gap_ev="2.612 / 8.109"
H 4.0572 -15.0693 3.9950 0.0 0.5 0.0 0.001
H 2.8782 -23.3688 2.7188 0.0 0.0 0.2 0.000
H 3.6724 -16.1942 10.0207 -0.1 -0.2 -0.7 0.000
C 0.9089 -19.9870 0.6503 1.2 0.5 -1.0 0.000
H 13.9841 -18.5595 6.6196 0.4 -0.2 -0.7 0.000
H 4.1125 -23.3053 -0.0737 -0.1 -0.1 -0.2 0.000
C 4.7297 -16.6559 5.0668 1.6 -2.3 -0.4 0.001
C 2.3688 -12.3868 7.3180 -0.2 -1.2 0.4 0.000
H 11.9893 -22.5649 2.6709 -0.5 -0.8 -0.6 0.001
C 4.4284 -21.4065 3.4126 0.2 -1.0 0.2 0.001
H -0.6964 -16.0908 4.7492 -0.3 0.3 0.6 0.000
H 9.3837 -22.0960 4.7646 0.2 -0.6 -0.3 0.000
O 7.8984 -17.5138 3.5574 -0.9 -1.0 2.2 0.039
H 2.3032 -22.6368 1.2486 -0.6 -0.3 0.0 0.000
C 2.8622 -21.0946 -1.5883 -0.5 -0.2 -0.8 0.001
N 4.2888 -14.3127 9.2298 -0.5 -0.9 -0.7 0.000
H 15.8978 -21.6119 3.7926 -0.7 -0.1 -0.5 0.000
H 5.5796 -22.3188 0.0081 -0.2 0.3 0.4 0.002
H 6.4027 -14.0536 8.7376 -0.6 -0.9 -0.9 0.000
H 2.3290 -11.4654 6.7371 0.5 0.2 0.4 0.000
H 2.7820 -15.2489 12.1040 0.3 -0.3 -0.4 0.000
N 14.0702 -21.0838 4.9748 1.3 1.1 -0.9 0.000
H 0.8162 -21.0648 0.7842 -0.5 0.2 0.4 0.000
H 10.8358 -20.9110 6.8432 0.6 -0.1 -0.6 0.000
O 1.5552 -14.5774 9.4108 2.9 1.5 1.1 0.000
C 10.0985 -21.3954 4.3329 -0.8 1.1 0.4 0.004
H 0.8489 -19.7898 -0.4200 -0.4 -0.2 -0.1 0.000
O 6.0295 -16.6531 4.4332 -0.1 0.3 1.6 0.006
O 12.5921 -19.6687 3.3048 0.2 1.2 -1.0 0.015
H 11.2465 -23.7390 3.9354 -0.1 0.0 -0.5 0.000
H 2.6653 -10.8633 10.3424 0.8 0.3 -0.2 0.000
H 2.0001 -21.7455 -1.4429 -0.5 0.1 0.0 0.000
P 2.7695 -13.6823 9.6804 -0.5 -0.2 -0.8 0.000
H 3.2885 -21.4498 -2.5265 0.4 0.1 -0.1 0.000
H 12.6176 -17.9436 7.3093 -0.6 0.4 -0.3 0.000
C 5.4951 -13.5094 8.9987 -0.2 0.1 0.3 0.000
C -0.0594 -14.3896 2.0978 0.5 0.2 0.6 0.001
C 0.3610 -15.4768 3.0431 -1.1 0.3 0.6 0.000
P 3.7596 -20.2753 0.9380 -0.5 -0.4 0.0 0.002
H 4.0446 -17.2447 4.4568 -0.1 -0.2 -0.5 0.000
H 3.7906 -21.1850 4.2683 0.0 0.2 0.1 0.000
H 16.1152 -20.2765 4.8160 -0.2 0.1 0.6 0.000
H 3.0998 -14.1372 13.3056 -0.3 0.8 0.0 0.000
H 13.4533 -22.5141 6.2576 0.3 -0.3 0.9 0.000
N 3.7971 -21.2198 -0.5261 0.7 1.0 3.0 0.001
H 9.8974 -20.5184 4.9480 0.1 0.3 -0.2 0.001
H 5.1761 -16.2182 8.9517 -0.2 -0.2 0.1 0.000
H 12.8982 -23.0943 4.0329 0.1 -0.5 -0.1 0.000
H 3.0627 -13.1116 6.8921 0.2 0.3 -0.3 0.000
H 15.1800 -19.9273 3.4530 -0.4 -0.7 -0.4 0.001
K 6.7300 -17.3501 0.8296 0.2 -0.1 0.6 0.496
C 4.5817 -15.6884 9.6960 -0.3 1.3 0.7 0.000
H 2.5595 -20.0622 -1.7634 -0.1 -0.1 0.2 0.001
C 4.1641 -12.4940 11.7719 -0.5 -0.1 -0.8 0.000
H 10.4291 -19.3420 7.2770 0.0 0.7 -0.5 0.000
N 2.7280 -12.2287 8.7363 -0.3 0.6 1.2 0.000
H 14.1625 -21.1260 7.1999 -0.7 0.5 -0.2 0.000
F 8.3438 -18.9455 6.1193 0.6 -1.5 -0.5 0.001
C 4.6220 -22.4403 -0.4983 0.1 0.8 -0.5 0.002
H 5.9181 -13.0875 9.9104 -0.6 0.8 0.2 0.000
C 7.6811 -17.7996 6.0345 -1.1 0.0 -0.5 0.001
C 15.3712 -20.7322 4.1627 -1.3 0.2 1.9 0.001
H 12.9418 -17.4432 5.6181 0.2 -0.1 0.1 0.004
H 4.8856 -13.2452 12.0933 0.8 0.7 0.0 0.000
C 2.1806 -18.5564 2.2861 0.3 -0.2 -2.2 0.002
N 3.6465 -21.5079 2.1820 2.0 2.5 -0.5 0.001
H 0.1512 -19.3469 1.1022 -0.1 -0.6 0.3 0.000
N 12.1146 -19.3963 5.9095 -0.4 -1.3 -1.2 0.001
C 12.9745 -18.2667 6.3314 -0.5 -0.7 0.3 0.003
H 3.9131 -11.7884 12.5638 -0.1 -0.3 0.3 0.000
H 1.3799 -17.8807 1.9855 -0.2 -0.1 0.9 0.000
H 2.0900 -19.0607 3.2482 -0.4 -0.1 -0.1 0.000
F 6.7770 -17.8802 7.0348 -0.9 0.2 0.3 0.000
H 0.7376 -13.6462 2.0822 -0.5 0.6 -0.2 0.000
N 2.2231 -19.4697 1.0583 2.0 0.3 1.0 0.001
C 11.2954 -19.9319 6.9776 -0.4 -0.2 1.5 0.000
H 15.2395 -22.1383 6.4188 -0.1 -0.5 -0.5 0.000
F 8.5494 -16.8961 6.4269 0.7 1.6 -0.3 0.002
H 4.8380 -22.4058 3.5605 0.0 -0.3 0.4 0.000
H 4.5433 -17.1021 6.0437 1.2 -0.1 0.4 0.000
H 4.9187 -14.4661 5.4192 0.7 -0.6 0.0 0.000
H -0.1942 -14.7682 1.0845 -0.3 0.4 0.1 0.000
H -0.1135 -16.3420 2.5801 0.6 -0.7 0.7 0.000
H 4.4325 -11.8651 10.9230 0.8 -0.2 0.2 0.000
H 1.4649 -14.3477 12.5135 -0.1 1.0 0.1 0.000
O 4.9326 -19.2946 1.0577 -2.4 -2.2 0.3 0.023
H 5.1192 -15.5575 10.6352 0.7 -0.4 0.1 0.000
C 14.2276 -21.7485 6.3075 0.0 0.3 -1.4 0.000
C 2.5386 -14.2215 12.3750 0.3 -1.1 -1.1 0.000
C 2.1972 -10.9865 9.3658 0.5 -1.0 1.2 0.000
C 4.3243 -15.2918 5.0281 -2.5 2.8 -0.1 0.001
C 11.8797 -22.8814 3.7082 1.7 -0.3 -0.3 0.001
C -1.3312 -13.8427 2.7621 -0.8 2.4 -0.7 0.000
H 5.3287 -20.7942 3.4635 -0.4 0.6 -0.7 0.001
H 1.6603 -22.0590 2.8129 0.0 0.2 0.2 0.000
H 9.8183 -21.1260 3.3146 -0.1 -0.2 -0.2 0.005
H 1.4278 -15.5344 3.2596 -0.1 -0.4 -0.3 0.000
O -2.0008 -12.9289 2.3205 0.6 -1.8 0.8 0.000
H 11.8751 -19.9826 7.8993 0.3 -0.3 0.1 0.000
P 12.5568 -20.4047 4.5657 0.7 -1.6 2.1 0.001
N 3.0216 -13.2632 11.3282 -2.4 -0.6 0.2 0.000
H 0.2156 -14.6038 5.0827 -0.1 0.3 0.0 0.000
C 6.9908 -17.6892 4.6170 1.4 0.8 -2.8 0.004
H 6.3663 -18.5810 4.5640 0.2 -1.0 0.1 0.001
H 4.9176 -22.5767 -1.5385 -0.2 -0.6 -0.1 0.001
H 5.2502 -12.7743 8.2321 0.4 0.2 0.3 0.000
N 11.4772 -21.7682 4.4603 0.3 2.9 2.6 0.000
C 2.5443 -22.4239 2.2900 0.3 0.0 -1.4 0.000
H 1.1888 -11.0351 9.7767 -0.7 -0.1 -1.1 0.000
H 3.0712 -17.9286 2.3154 0.2 -0.2 -0.1 0.002
O -1.5501 -14.3904 4.0219 -0.3 1.1 -2.0 0.000
K 10.7176 -17.6124 2.8474 -0.6 -0.2 0.1 0.361
C -0.4224 -15.1106 4.3587 1.8 -2.5 -0.2 0.000
H 3.4182 -15.2479 5.6323 -0.5 0.3 -0.1 0.000
H 1.3952 -12.8603 7.1918 -0.3 0.0 0.2 0.000
H 2.4007 -10.1067 8.7554 -0.2 -0.2 -0.1 0.000